No. 1
The following is a DFT calculation (the ωB97M-V functional and the def2-TZVPD basis) of 4 unconnected molecules or ions with the total composition C29H50F2NO8Si at a distorted geometry.

Its HOMO-LUMO gap is 5.18 eV. The HOMO energy comes out at -0.13519 Eh.

Geometry as ORCA input:
```
! wB97M-V def2-TZVPD RIJCOSX def2/J DEFGRID3
* xyz -1 1
C -0.91301 -1.16507 1.92219
C 0.11701 -0.37999 2.76023
C 1.53113 -0.37626 2.11996
C 2.51022 -1.10620 3.06191
C 3.99393 -1.05431 2.65216
N 4.30867 0.29077 2.20063
C 4.80371 -1.32051 4.00636
O 4.85558 -2.49816 4.44902
O 5.28566 -0.30909 4.55127
C 4.37268 -2.11830 1.59728
F 5.70430 -2.42917 1.75542
F 3.65439 -3.26190 1.76135
C 4.23188 -1.62453 0.16942
C 4.65793 -2.67281 -0.90276
Si 5.22825 -1.70840 -2.43806
C 7.08731 -1.42666 -2.37244
C 4.38888 -0.00939 -2.54511
C 4.64426 -2.68898 -3.96121
C 4.72297 -2.10238 -5.20685
C 4.30179 -2.70967 -6.35462
C 3.76411 -3.96944 -6.26754
C 3.68342 -4.56535 -5.04861
C 4.11156 -3.95971 -3.89821
H -0.59116 -2.21034 1.92471
H -1.86751 -1.11783 2.45237
H -1.00839 -0.77112 0.91216
H -0.23798 0.64677 2.90172
H 0.14187 -0.84626 3.74946
H 1.47462 -0.83335 1.12977
H 1.81898 0.66673 1.99254
H 2.41708 -0.62458 4.04065
H 2.15514 -2.12960 3.19032
H 3.81673 0.98454 2.73609
H 5.30462 0.44499 2.21927
H 3.22478 -1.27283 -0.04311
H 4.90177 -0.77047 0.07377
H 5.43579 -3.32674 -0.50725
H 3.76771 -3.22414 -1.21535
H 7.45699 -0.73386 -3.13424
H 7.68223 -2.34212 -2.41962
H 7.30462 -0.95485 -1.40659
H 3.43477 -0.07368 -2.03241
H 5.04504 0.70506 -2.04113
H 4.25234 0.26670 -3.58866
H 5.12441 -1.09449 -5.28340
H 4.36579 -2.18559 -7.30012
H 3.40683 -4.44586 -7.17291
H 3.24546 -5.55607 -4.96248
H 4.04332 -4.45346 -2.93866
O 1.55024 0.45121 -3.46249
C 0.97689 0.23493 -4.49032
O 1.54042 -0.60533 -5.38452
C 0.87192 -1.10045 -6.54047
C 0.99836 -0.14653 -7.71101
C -0.31044 0.94214 -4.84860
H -0.16786 -1.34513 -6.31508
H 1.36719 -2.04082 -6.78135
H 0.52454 0.81305 -7.50026
H 0.53496 -0.57062 -8.60320
H 2.04958 0.05332 -7.92180
H -0.07225 1.90123 -5.30713
H -0.86730 1.11508 -3.93021
H -0.95974 0.37150 -5.50952
O -3.17713 1.03433 -0.62763
C -3.66695 1.51766 0.35693
O -3.55207 0.88413 1.53397
C -3.91599 1.46322 2.79032
C -5.38759 1.27385 3.09450
C -4.49329 2.78253 0.28579
H -3.61641 2.51211 2.83487
H -3.31744 0.93819 3.53458
H -6.01374 1.77300 2.36421
H -5.62810 1.66572 4.07762
H -5.64249 0.21247 3.06604
H -5.51916 2.52170 0.02989
H -4.07951 3.41289 -0.49843
H -4.48394 3.36858 1.20179
O -7.52489 3.01902 3.55879
C -7.99665 3.50365 4.54993
O -7.85960 2.85497 5.72203
C -8.19845 3.42645 6.98783
C -9.66409 3.22986 7.31528
C -8.81494 4.77339 4.50158
H -7.89931 4.47466 7.03386
H -7.58805 2.89774 7.71831
H -10.30796 3.73625 6.59544
H -9.88897 3.61674 8.30969
H -9.91866 2.17037 7.28451
H -9.84661 4.52031 4.26132
H -8.41157 5.40560 3.71405
H -8.78541 5.35500 5.42019
*
```



No. 2
The following is a DFT calculation (the ωB97M-V functional and the def2-TZVPD basis) of 2 unconnected molecules or ions with the total composition C29H52Cl2FN3O4P2S at a distorted geometry.

As for the structure (SMILES): CCP(CC)[C@H](O[C@](F)(CCCCl)C[C@@H](C)OCc1ccccc1)[C@](CCCOC)(N(S)CN)P(O)Cl.CCCC#N. Its HOMO-LUMO gap is 7.22 eV. The HOMO energy comes out at -0.26995 Eh.

Geometry as ORCA input:
```
! wB97M-V def2-TZVPD RIJCOSX def2/J DEFGRID3
* xyz 0 1
C 1.93003 -2.18446 2.72976
C 0.97202 -0.85818 2.91601
P 0.88651 0.31838 1.44001
C -0.41540 1.68981 1.58637
C 0.14590 3.16957 2.00953
C 0.91214 -0.54277 -0.26661
O 0.39076 -1.86804 -0.06858
C -1.02370 -2.10779 -0.21269
F -1.11506 -3.61793 -0.34209
C -1.79954 -1.51738 -1.50757
C -2.80657 -2.49986 -2.31802
C -2.19391 -2.92227 -3.81698
Cl -2.59976 -4.70649 -4.16369
C -1.82878 -1.82992 1.22840
C -3.36989 -2.35297 1.25663
C -3.55299 -3.56953 2.39052
O -4.19077 -1.22064 1.80167
C -5.44102 -1.06648 1.04383
C -5.09476 0.01998 -0.17911
C -5.75403 -0.11473 -1.67648
C -5.29643 0.99019 -2.82922
C -4.21084 2.18060 -2.46388
C -3.62301 2.29110 -0.92749
C -4.03058 1.22946 0.27018
C 2.38857 -0.47360 -1.05580
C 2.06746 -1.17398 -2.53207
C 1.94701 -2.74313 -2.68686
C 2.46244 -3.77886 -1.56352
O 1.64944 -5.02209 -1.67857
C 1.94153 -5.91531 -0.53946
N 3.55672 -1.03607 -0.35981
S 4.90673 -1.34936 -1.49236
C 4.24474 -0.27348 0.69336
N 5.48554 0.41458 0.08434
P 2.79087 1.34094 -1.66566
O 1.46455 1.86858 -2.72718
Cl 2.81950 2.76955 -0.13332
H 2.72027 -2.23701 3.61575
H 1.24525 -3.15183 2.85630
H 2.44310 -2.27727 1.68296
H -0.08683 -1.20413 3.34565
H 1.45931 -0.24389 3.81755
H -0.98203 1.75299 0.53862
H -1.24814 1.30468 2.35005
H 1.09168 3.05205 2.68893
H 0.34909 3.75827 1.00072
H -0.75520 3.72302 2.56092
H 0.25495 0.18831 -0.94786
H -1.06061 -1.04239 -2.31592
H -2.44946 -0.58933 -1.13014
H -3.76966 -1.84518 -2.58804
H -3.22233 -3.42687 -1.74108
H -2.77535 -2.29447 -4.64991
H -1.06551 -2.64120 -3.94439
H -1.82017 -0.70726 1.54988
H -1.23145 -2.49556 2.01956
H -3.79153 -2.79347 0.26287
H -2.71634 -3.54905 3.21672
H -3.69467 -4.62416 1.89648
H -4.57257 -3.34739 2.97052
H -6.35206 -0.66072 1.69961
H -5.83371 -2.06405 0.54843
H -6.52064 -0.99081 -1.92172
H -5.75917 0.85800 -3.91841
H -3.86195 2.94764 -3.30826
H -2.85132 3.13654 -0.64073
H -3.58908 1.30081 1.37605
H 1.01844 -0.69170 -2.84584
H 2.81388 -0.75471 -3.36628
H 0.79928 -3.01453 -2.88811
H 2.48477 -3.05935 -3.70783
H 3.57315 -4.10234 -1.83237
H 2.44437 -3.42397 -0.45129
H 1.47315 -6.97868 -0.74218
H 3.09948 -6.00821 -0.31459
H 1.44345 -5.42159 0.42387
H 4.83258 -0.47838 -2.58865
H 3.69854 0.52738 1.30929
H 4.70586 -1.05086 1.47477
H 6.35085 0.07935 0.59437
H 5.42336 1.44113 0.34969
H 0.71722 2.08287 -2.08053
C 3.42310 7.60261 2.86603
C 3.29187 7.15671 1.41316
C 1.90700 7.43838 0.82701
C 0.85081 6.68802 1.62187
N -0.02549 6.06556 2.28126
H 2.73180 7.06067 3.51917
H 4.43572 7.40823 3.23319
H 3.22368 8.67560 2.96665
H 3.51127 6.08380 1.35038
H 4.04720 7.67559 0.81263
H 1.86837 7.11380 -0.21816
H 1.68696 8.51100 0.85782
*
```



No. 3
The following is a DFT calculation (the ωB97M-V functional and the def2-TZVPD basis) of a molecular structure, C29H52GeN9OPSi3Ti at a distorted geometry.

Its energy above the lowest of the compared OMol25 structures with the same formula, charge and spin is 1.805 eV. Its HOMO-LUMO gap (alpha / beta) is 5.67 / 5.85 eV. Its expectation value of S² is 1.076. The HOMO energy (alpha / beta) comes out at -0.33957 / -0.33798 Eh.

Geometry as ORCA input:
```
! wB97M-V def2-TZVPD RIJCOSX def2/J DEFGRID3
* xyz 1 2
Ti -0.97318 0.40508 -0.48082
C -2.23490 2.98036 -5.21487
N -2.17006 2.80257 -3.75644
C -2.56458 3.72835 -2.82932
C -2.30556 3.17891 -1.60796
N -1.76274 1.93772 -1.78280
C -1.69023 1.73147 -3.08868
P -0.92115 0.26209 -3.88492
C -1.85513 -0.99134 -2.96721
N -2.24527 -0.82057 -1.71164
C -3.24303 -1.73181 -1.48379
C -3.46259 -2.44340 -2.62431
N -2.59289 -1.95707 -3.56026
C -2.41535 -2.50226 -4.91224
C 0.62771 0.36389 -2.93331
N 0.67889 0.79153 -1.67531
C 1.91565 1.33280 -1.49956
C 2.62421 1.22950 -2.65853
N 1.79706 0.62650 -3.55915
C 2.17492 0.22785 -4.92134
H -2.72917 3.92295 -5.42527
H -2.80474 2.17755 -5.67184
H -1.23766 3.00424 -5.64363
H -2.99274 4.67840 -3.10752
H -2.48452 3.59663 -0.63134
H -3.74989 -1.83155 -0.53932
H -4.15206 -3.24664 -2.83462
H -3.33544 -2.99074 -5.21589
H -1.60584 -3.22787 -4.92426
H -2.19283 -1.70313 -5.61287
H 2.21843 1.75502 -0.56106
H 3.63991 1.50625 -2.89789
H 3.11335 0.70995 -5.17648
H 1.41619 0.53647 -5.63416
H 2.30284 -0.85084 -4.97663
C -4.12674 0.97342 0.59158
C -3.33060 1.83019 1.53673
O -1.92689 1.84507 1.17745
C -1.26070 2.93340 1.84815
C 0.12313 3.17100 1.29372
H -5.17937 1.01217 0.86464
H -3.82483 -0.06339 0.66319
H -4.02072 1.31968 -0.43799
H -3.42400 1.48215 2.56529
H -3.69242 2.85923 1.49758
H -1.23295 2.70410 2.91281
H -1.87486 3.82696 1.71977
H 0.84788 2.47320 1.69953
H 0.44638 4.18520 1.53670
H 0.12149 3.07995 0.20400
N -1.32260 -1.09244 0.81155
C -1.97672 -1.92241 1.29057
C -2.76589 -2.90679 1.86814
C -3.87987 -2.45403 2.64035
N -4.79376 -2.04821 3.22076
C -2.51608 -4.29652 1.65496
N -2.32535 -5.41767 1.45569
C 3.51785 2.59110 1.71282
Si 3.48370 0.71998 1.57728
C 4.58555 0.29436 0.09431
C 4.35341 0.04744 3.08755
Ge 1.27157 -0.22933 1.37902
Si 0.60073 -0.37932 3.66426
C 1.11668 1.21473 4.50726
C 1.50806 -1.80550 4.45494
C -1.22539 -0.57078 3.99065
Si 1.78563 -2.42837 0.57422
C 0.56691 -3.73260 1.12933
C 1.74843 -2.47835 -1.31001
C 3.48693 -2.95601 1.13618
H 4.56299 2.90388 1.83427
H 2.95621 2.96138 2.57658
H 3.12848 3.09224 0.81818
H 5.53263 -0.13157 0.44663
H 4.82826 1.19724 -0.48193
H 4.12799 -0.43271 -0.58228
H 5.36835 0.46394 3.12242
H 4.43694 -1.04239 3.04363
H 3.84794 0.31191 4.02022
H 2.13680 1.51783 4.25499
H 1.06380 1.08867 5.59608
H 0.44691 2.04039 4.23841
H 2.59277 -1.66797 4.39950
H 1.26096 -2.75068 3.96129
H 1.22955 -1.89493 5.51263
H -1.83797 0.00982 3.29250
H -1.44204 -0.21896 5.00570
H -1.54159 -1.61649 3.92423
H -0.30275 -3.76838 0.46480
H 0.19945 -3.56697 2.14721
H 1.03444 -4.72327 1.10632
H 0.74506 -2.23611 -1.67889
H 1.99196 -3.49216 -1.65065
H 2.46808 -1.78246 -1.76363
H 3.51317 -3.02659 2.22968
H 4.26925 -2.25893 0.82197
H 3.73016 -3.94723 0.73238
*
```